The following is a DFT calculation (ωB97M-V/def2-TZVPD) of 9 unconnected molecules or ions with the total composition C22H63NO18 in a non-equilibrium geometry.

Results
SMILES string = COCCNCCOC.OCCO.OCCO.OCCO.OCCO.OCCO.OCCO.OCCO.OCCO
LUMO energy = 0.1 eV
HOMO = -0.31712 Eh
HOMO-LUMO gap = 8.769 eV
E = -2284.74741 Eh

Each line ends with the Löwdin charge.
CARTESIAN COORDINATES (ANGSTROEM)
C1 2.678 -8.431 6.377  -0.264
C2 1.714 -9.643 6.300  -0.225
O1 2.468 -10.762 6.784  -0.061
O2 3.847 -8.509 5.586  -0.062
H1 2.940 -8.246 7.419  0.118
H2 2.162 -7.528 6.049  0.109
H3 1.409 -9.575 5.255  0.104
H4 0.737 -9.629 6.783  0.120
H5 3.285 -10.739 6.281  0.072
H6 3.570 -8.645 4.677  0.088
C3 5.093 -8.885 -1.566  -0.281
C4 6.576 -9.163 -1.745  -0.245
O3 7.357 -7.974 -1.832  -0.067
O4 4.855 -8.318 -0.337  -0.047
H7 4.425 -9.732 -1.719  0.124
H8 4.816 -8.150 -2.322  0.116
H9 6.672 -9.562 -2.755  0.112
H10 7.002 -9.925 -1.092  0.121
H11 7.958 -8.120 -2.566  0.083
H12 5.618 -7.751 -0.200  0.082
C5 4.972 -3.797 14.551  -0.258
C6 6.226 -3.171 15.163  -0.241
O5 6.267 -1.745 15.237  -0.068
O6 4.877 -3.995 13.148  -0.060
H13 4.101 -3.352 15.031  0.123
H14 5.015 -4.828 14.900  0.111
H15 7.079 -3.596 14.634  0.113
H16 6.262 -3.507 16.200  0.117
H17 5.861 -1.347 14.463  0.082
H18 5.237 -4.881 13.060  0.081
C7 -1.713 -3.574 4.468  -0.275
C8 -2.641 -4.191 5.563  -0.197
O7 -1.940 -5.062 6.513  -0.084
O8 -1.084 -2.485 4.984  -0.076
H19 -2.295 -3.070 3.696  0.120
H20 -0.924 -4.297 4.265  0.125
H21 -3.304 -4.825 4.974  0.105
H22 -3.292 -3.508 6.108  0.116
H23 -1.616 -4.510 7.228  0.073
H24 -0.257 -2.342 4.517  0.092
C9 -8.588 -9.339 10.109  -0.236
C10 -7.070 -9.111 9.883  -0.273
O9 -6.590 -9.060 8.583  -0.052
O10 -9.014 -9.433 11.461  -0.066
H25 -9.017 -10.190 9.579  0.117
H26 -9.089 -8.470 9.683  0.115
H27 -6.615 -9.942 10.421  0.107
H28 -6.623 -8.213 10.310  0.121
H29 -5.945 -8.349 8.568  0.087
H30 -8.496 -10.083 11.943  0.080
C11 8.356 -8.153 9.978  -0.259
C12 8.841 -9.290 9.092  -0.242
O11 7.745 -9.909 8.430  -0.073
O12 7.209 -8.607 10.637  -0.060
H31 8.132 -7.248 9.412  0.114
H32 9.169 -7.891 10.655  0.114
H33 9.305 -10.093 9.666  0.122
H34 9.621 -9.052 8.368  0.116
H35 7.259 -9.255 7.922  0.095
H36 7.048 -9.503 10.332  0.073
C13 2.187 -15.702 0.716  -0.244
C14 3.188 -15.435 1.924  -0.183
O13 3.571 -14.029 1.889  -0.095
O14 2.936 -15.843 -0.471  -0.074
H37 1.443 -14.906 0.732  0.111
H38 1.596 -16.613 0.812  0.106
H39 4.107 -16.014 1.836  0.110
H40 2.687 -15.596 2.879  0.113
H41 3.915 -13.870 1.007  0.069
H42 2.356 -15.916 -1.233  0.086
C15 9.689 -2.678 3.447  -0.270
C16 8.904 -3.956 3.517  -0.264
O15 7.506 -3.745 3.602  -0.053
O16 9.827 -2.130 4.727  -0.063
H43 9.166 -1.981 2.792  0.121
H44 10.710 -2.828 3.096  0.125
H45 9.317 -4.608 4.287  0.126
H46 9.122 -4.417 2.554  0.111
H47 7.081 -4.218 4.321  0.087
H48 8.939 -2.080 5.087  0.080
C17 -2.356 -7.037 20.990  -0.099
O17 -2.408 -7.080 19.553  -0.232
C18 -2.290 -5.820 18.886  -0.176
C19 -2.691 -6.101 17.329  -0.146
N1 -1.595 -6.939 16.728  -0.072
C20 -2.053 -7.398 15.418  -0.221
C21 -1.026 -8.356 14.695  -0.185
O18 -1.086 -9.642 15.366  -0.225
C22 -0.547 -10.776 14.649  -0.094
H49 -3.272 -6.778 21.522  0.080
H50 -1.561 -6.334 21.240  0.080
H51 -2.089 -8.008 21.408  0.082
H52 -1.235 -5.596 19.042  0.110
H53 -2.875 -5.067 19.415  0.107
H54 -2.749 -5.185 16.740  0.105
H55 -3.619 -6.667 17.256  0.102
H56 -1.286 -7.687 17.332  0.101
H57 -2.209 -6.573 14.722  0.109
H58 -3.007 -7.923 15.464  0.109
H59 -0.002 -7.987 14.764  0.115
H60 -1.328 -8.422 13.649  0.108
H61 -1.238 -10.993 13.834  0.081
H62 -0.492 -11.557 15.407  0.085
H63 0.447 -10.626 14.227  0.079


The following is a DFT calculation (ωB97M-V/def2-TZVPD) of a molecular structure, C7H28InN14O7 in a non-equilibrium geometry.

Results
LUMO energy = -13.8 eV
HOMO = -0.55897 Eh
HOMO-LUMO gap = 1.391 eV
Total charge = +3
E = -1765.86799 Eh

Each line ends with the Löwdin charge.
CARTESIAN COORDINATES (ANGSTROEM)
In1 -21.924 -13.074 -6.564  0.979
C1 -16.081 -11.634 -9.646  -0.753
O1 -16.879 -12.367 -9.035  0.095
N1 -15.386 -10.750 -9.113  0.207
N2 -15.847 -11.649 -10.918  0.198
H1 -15.504 -10.500 -8.142  0.150
H2 -14.691 -10.326 -9.711  0.142
H3 -15.455 -10.841 -11.379  0.132
H4 -15.906 -12.471 -11.501  0.139
C2 -22.862 -16.471 -0.790  -0.732
O2 -22.911 -16.126 -1.971  0.085
N3 -23.594 -15.869 0.111  0.210
N4 -22.149 -17.505 -0.504  0.207
H5 -23.956 -14.997 -0.248  0.131
H6 -23.717 -16.217 1.051  0.134
H7 -22.005 -17.833 0.440  0.133
H8 -21.588 -17.950 -1.216  0.138
C3 -19.954 -19.755 -6.781  -0.779
O3 -20.388 -18.665 -6.592  0.151
N5 -18.781 -20.107 -7.176  0.193
N6 -20.677 -20.816 -6.625  0.205
H9 -18.515 -21.060 -6.974  0.130
H10 -18.048 -19.482 -7.480  0.140
H11 -20.282 -21.649 -7.037  0.132
H12 -21.659 -20.699 -6.420  0.141
C4 -22.283 -10.519 0.034  -0.717
O4 -22.227 -10.866 -1.178  0.052
N7 -23.069 -9.563 0.449  0.205
N8 -21.583 -11.088 0.961  0.194
H13 -23.826 -9.208 -0.118  0.138
H14 -23.135 -9.803 1.428  0.121
H15 -21.728 -11.047 1.960  0.138
H16 -20.972 -11.782 0.555  0.134
C5 -22.108 -15.170 -12.595  -0.777
O5 -21.642 -15.400 -11.481  0.103
N9 -22.826 -15.951 -13.290  0.198
N10 -21.989 -14.048 -13.174  0.201
H17 -23.220 -15.666 -14.176  0.135
H18 -22.994 -16.908 -13.014  0.143
H19 -22.299 -14.082 -14.135  0.132
H20 -21.461 -13.266 -12.814  0.142
C6 -24.207 -6.901 -4.579  -0.708
O6 -23.915 -7.843 -5.340  0.070
N11 -23.398 -5.933 -4.233  0.199
N12 -25.352 -6.697 -4.012  0.177
H21 -22.425 -5.809 -4.472  0.135
H22 -23.651 -5.361 -3.440  0.124
H23 -25.640 -5.912 -3.447  0.132
H24 -26.128 -7.139 -4.484  0.132
C7 -27.435 -17.352 -7.164  -0.710
O7 -26.360 -16.781 -7.191  0.086
N13 -28.227 -17.543 -8.212  0.200
N14 -28.123 -17.599 -6.081  0.194
H25 -28.009 -17.238 -9.150  0.134
H26 -29.053 -18.107 -8.074  0.122
H27 -29.020 -18.060 -6.132  0.129
H28 -27.687 -17.345 -5.206  0.135


The following is a DFT calculation (ωB97M-V/def2-TZVPD) of a molecular structure, C3H8N2OS in a non-equilibrium geometry.

Results
LUMO energy (spin up / spin down) = 0.6 / -2.7 eV
HOMO (spin up / spin down) = -0.24025 / -0.37040 Eh
Multiplicity = 3
HOMO-LUMO gap (spin up / spin down) = 7.172 / 7.363 eV
E = -701.79368 Eh

Each line ends with the Löwdin spin population.
CARTESIAN COORDINATES (ANGSTROEM)
C1 0.947 -0.186 -0.614  0.078
C2 1.826 -0.586 0.442  0.009
C3 -1.236 1.616 0.643  0.757
N1 1.221 0.290 -1.702  0.044
N2 -1.005 -1.757 0.550  0.537
O1 -1.468 -0.437 -1.690  0.105
S1 -0.847 -0.456 -0.307  0.315
H1 1.510 -1.668 0.753  0.003
H2 1.469 -0.025 1.300  0.000
H3 2.932 -0.321 0.411  0.003
H4 -1.285 1.239 1.681  0.031
H5 -0.324 2.133 0.279  0.041
H6 -2.148 2.006 0.310  0.047
H7 0.377 0.240 -2.449  0.015
H8 -1.967 -2.087 0.395  0.017


The following is a DFT calculation (ωB97M-V/def2-TZVPD) of C4H7NO2 in the gas phase in a non-equilibrium geometry.

Results
SMILES string = [H]/N=C(\C)OCC=O
LUMO energy = 0.8 eV
HOMO = -0.34839 Eh
HOMO-LUMO gap = 10.330 eV
E = -361.79898 Eh

Each line ends with the Löwdin charge.
CARTESIAN COORDINATES (ANGSTROEM)
C1 -0.091 1.443 -1.771  0.006
C2 0.033 0.490 -0.583  -0.438
N1 0.031 -0.758 -0.707  0.152
O1 0.135 0.894 0.725  -0.033
C3 0.493 -0.252 1.555  -0.146
C4 -0.572 -1.349 1.593  -0.277
O2 -0.333 -2.529 1.532  0.034
H1 0.381 2.427 -1.721  0.078
H2 0.356 0.901 -2.612  0.080
H3 -1.146 1.575 -2.046  0.085
H4 0.254 -1.262 -1.521  0.075
H5 1.414 -0.718 1.190  0.126
H6 0.648 0.120 2.574  0.129
H7 -1.602 -0.982 1.792  0.129


The following is a DFT calculation (ωB97M-V/def2-TZVPD) of a molecular structure, C9H66NO25Pd in a non-equilibrium geometry.

Results
LUMO energy (spin up / spin down) = -2.9 / -3.4 eV
HOMO (spin up / spin down) = -0.42593 / -0.43925 Eh
Multiplicity = 3
HOMO-LUMO gap (spin up / spin down) = 8.673 / 8.593 eV
Total charge = +1
E = -2445.86114 Eh

Each line ends with the Löwdin spin population.
CARTESIAN COORDINATES (ANGSTROEM)
Pd1 0.949 -1.023 -3.977  0.935
C1 -1.459 0.263 -1.219  0.014
C2 -0.229 0.921 -0.632  0.026
C3 -0.412 1.315 0.837  0.001
C4 -0.306 0.129 1.770  0.000
C5 1.081 -0.452 1.647  0.001
C6 1.396 -0.923 0.210  0.028
N1 1.042 0.162 -0.740  0.398
O1 1.379 -0.043 -1.928  0.467
C7 0.622 -2.212 -0.067  0.018
C8 2.893 -1.199 0.200  0.003
C9 -0.074 2.277 -1.348  0.005
H1 -1.424 -0.790 -0.928  0.000
H2 -1.479 0.228 -2.312  0.001
H3 -2.423 0.663 -0.931  0.001
H4 -1.307 1.921 0.993  0.000
H5 0.378 2.029 1.102  0.001
H6 -1.064 -0.654 1.629  0.000
H7 -0.551 0.520 2.762  0.000
H8 1.256 -1.324 2.281  0.000
H9 1.766 0.316 2.024  0.000
H10 0.772 -2.475 -1.118  0.001
H11 -0.446 -2.028 -0.008  0.000
H12 0.938 -3.022 0.580  0.002
H13 3.165 -1.617 -0.768  0.000
H14 3.265 -1.719 1.081  0.000
H15 3.442 -0.252 0.299  0.000
H16 -0.892 2.931 -1.058  0.000
H17 -0.071 2.179 -2.436  0.000
H18 0.904 2.725 -1.167  0.000
O2 6.111 -3.115 2.436  0.000
H19 5.406 -3.312 1.805  0.000
H20 6.884 -2.931 1.892  0.000
O3 -3.329 4.787 -3.305  0.000
H21 -3.678 4.146 -2.652  0.000
H22 -3.154 4.247 -4.100  0.000
O4 4.599 0.802 3.346  0.000
H23 4.554 0.935 2.392  0.000
H24 5.543 0.788 3.540  0.000
O5 -4.450 2.798 -1.755  0.000
H25 -4.410 1.839 -1.888  0.000
H26 -4.893 2.926 -0.908  0.000
O6 -0.370 0.587 -4.675  0.025
H27 -1.000 0.702 -5.397  0.003
H28 -0.155 1.488 -4.385  0.001
O7 -0.876 -2.338 -3.383  0.025
H29 -1.098 -3.143 -2.886  0.002
H30 -1.725 -1.912 -3.535  0.000
O8 -3.341 -3.143 -1.808  0.001
H31 -4.162 -2.644 -1.749  0.000
H32 -2.774 -2.767 -1.118  0.000
O9 4.546 -0.574 -2.706  0.001
H33 5.317 -1.111 -2.486  0.000
H34 4.160 -0.349 -1.853  0.000
O10 5.562 1.138 0.256  0.000
H35 6.286 1.770 0.183  0.000
H36 4.787 1.604 -0.097  0.000
O11 0.415 3.647 4.767  0.000
H37 1.313 3.305 4.805  0.000
H38 0.407 4.238 3.981  0.000
O12 -1.793 -0.079 5.285  0.000
H39 -1.402 -0.039 6.165  0.000
H40 -1.992 0.855 5.077  0.000
O13 3.286 2.451 -1.130  0.001
H41 3.479 2.433 -2.078  0.000
H42 2.679 1.710 -0.985  0.003
O14 -2.862 -3.332 1.087  0.000
H43 -3.746 -3.703 1.191  0.000
H44 -2.790 -2.651 1.784  0.000
O15 2.101 -4.074 3.391  0.000
H45 2.696 -3.756 2.698  0.000
H46 1.218 -3.826 3.092  0.000
O16 2.021 -2.820 -3.257  0.028
H47 1.937 -3.641 -3.760  0.002
H48 2.265 -3.093 -2.365  0.002
O17 3.820 -4.604 0.976  0.000
H49 3.392 -4.491 0.120  0.000
H50 4.060 -5.539 1.008  0.000
O18 -0.981 -4.834 -0.250  0.001
H51 -1.732 -4.486 0.279  0.000
H52 -0.260 -4.910 0.383  0.000
O19 -2.310 2.751 4.490  0.000
H53 -1.435 3.188 4.585  0.000
H54 -2.566 2.894 3.573  0.000
O20 -2.843 2.784 -5.172  0.001
H55 -3.158 3.043 -6.051  0.000
H56 -3.507 2.156 -4.849  0.000
O21 -2.694 -2.131 3.791  0.000
H57 -2.757 -2.661 4.591  0.000
H58 -2.313 -1.276 4.116  0.000
O22 -4.827 -0.970 -0.253  0.000
H59 -5.308 -1.703 0.153  0.000
H60 -4.683 -0.349 0.475  0.000
O23 1.293 5.215 2.685  0.000
H61 0.896 5.366 1.815  0.000
H62 2.191 4.907 2.503  0.000
O24 -1.974 5.557 -0.790  0.000
H63 -2.689 5.839 -0.209  0.000
H64 -2.415 5.211 -1.584  0.000
O25 -4.905 0.020 -2.852  0.000
H65 -4.139 -0.363 -3.293  0.000
H66 -4.840 -0.305 -1.922  0.000


The following is a DFT calculation (ωB97M-V/def2-TZVPD) of a molecular structure, C25H27N7O8STi in a non-equilibrium geometry.

Results
LUMO energy (spin up / spin down) = 4.3 / 4.3 eV
HOMO (spin up / spin down) = 0.00275 / -0.11047 Eh
Multiplicity = 3
HOMO-LUMO gap (spin up / spin down) = 4.244 / 7.325 eV
Total charge = -2
E = -3201.84392 Eh

Each line ends with the Löwdin spin population.
CARTESIAN COORDINATES (ANGSTROEM)
Ti1 0.530 -0.280 -0.045  0.825
O1 1.483 -3.890 1.336  0.089
C1 1.082 -2.933 0.619  0.081
O2 0.790 -1.758 1.115  0.030
C2 0.971 -2.973 -0.826  0.180
C3 1.300 -4.000 -1.722  -0.002
C4 1.232 -3.734 -3.084  0.155
C5 0.807 -2.474 -3.536  0.059
C6 0.488 -1.493 -2.602  0.078
N1 0.596 -1.740 -1.280  0.190
C7 0.101 -0.066 -2.813  0.013
O3 -0.074 0.426 -3.933  0.024
O4 -0.001 0.574 -1.697  0.013
H1 1.610 -4.961 -1.334  -0.004
H2 1.536 -4.488 -3.800  0.012
H3 0.742 -2.244 -4.588  0.001
C8 1.289 -2.863 4.262  0.000
O5 1.451 -1.475 4.032  0.000
C9 2.251 -1.055 3.026  0.001
O6 2.315 0.130 2.774  0.001
N2 3.127 -1.989 2.529  0.001
N3 3.958 -1.559 1.452  0.000
H4 0.620 -2.943 5.119  0.000
H5 2.247 -3.340 4.496  0.000
H6 0.844 -3.353 3.390  0.000
H7 2.699 -2.899 2.307  0.000
H8 3.478 -1.766 0.566  0.001
H9 3.948 -0.532 1.500  0.000
N4 -9.098 1.345 0.717  0.000
C10 -7.752 1.074 0.395  0.000
C11 -7.430 -0.016 -0.404  0.000
C12 -6.110 -0.327 -0.666  0.000
C13 -5.081 0.457 -0.144  0.000
C14 -5.402 1.539 0.675  0.000
C15 -6.725 1.849 0.928  0.000
S1 -2.923 -0.858 0.700  0.002
O7 -3.805 0.170 -0.436  0.001
O8 -3.603 -0.676 1.976  0.000
N5 -1.484 -0.146 0.653  0.013
C16 -1.209 1.069 1.139  0.036
N6 -2.141 1.888 1.614  0.004
C17 -1.725 3.084 2.054  0.081
C18 -0.397 3.487 1.989  0.004
C19 0.510 2.587 1.456  0.073
N7 0.120 1.370 1.051  0.014
H10 -9.749 1.001 0.026  0.000
H11 -9.272 2.315 0.944  0.000
H12 -8.224 -0.625 -0.820  0.000
H13 -5.857 -1.178 -1.280  0.000
H14 -4.585 2.107 1.098  0.000
H15 -6.977 2.703 1.546  0.000
H16 -2.498 3.727 2.464  0.006
H17 -0.086 4.463 2.334  -0.002
H18 1.569 2.805 1.358  0.004
C20 5.185 0.520 -2.667  0.001
C21 4.436 1.536 -1.795  0.002
C22 5.417 2.208 -0.823  0.001
C23 3.776 2.599 -2.687  0.001
C24 3.370 0.844 -1.056  0.011
C25 2.457 0.266 -0.506  -0.003
H19 5.952 1.011 -3.270  0.000
H20 4.484 0.021 -3.333  0.000
H21 5.656 -0.231 -2.037  0.000
H22 6.176 2.770 -1.372  0.000
H23 5.909 1.454 -0.210  0.000
H24 4.884 2.888 -0.161  0.000
H25 4.522 3.129 -3.284  0.000
H26 3.237 3.319 -2.074  0.000
H27 3.057 2.129 -3.355  0.000